[1]
98
Properties=species:S:1:pos:R:3:mulliken_charge:R:1 method="wB97M-V/def2-TZVPD" e_tot_ev=-45538.508 charge=-1
O -0.2224 2.8945 -1.7581 -0.533
C -1.0360 3.6653 -2.2705 0.114
C -1.6056 4.8602 -1.5907 -0.888
P -3.0959 5.6814 -2.4765 -0.312
O -3.7826 4.0842 -2.8565 -0.367
C -4.9991 3.9986 -2.1955 -0.187
C -4.6725 4.4437 -0.7859 -0.354
O -4.0249 5.6717 -0.9548 -0.586
H -1.3755 3.4461 -3.2934 0.349
H -1.8302 4.5708 -0.5672 0.196
H -0.8184 5.6115 -1.5475 0.455
H -4.2175 6.2811 -3.1724 0.091
H -2.3519 5.6666 -3.7341 0.075
H -2.5896 7.0095 -2.1787 0.036
H -5.7246 4.7283 -2.5739 0.325
H -5.4514 3.0085 -2.2330 0.132
H -3.9669 3.7006 -0.3867 0.026
H -5.5248 4.5238 -0.1126 0.414
C 0.6640 -1.6107 3.8531 -1.046
C 0.4001 -1.8323 2.3659 -0.683
C 0.9166 -0.6974 1.4822 0.351
C 0.2814 0.6688 1.7405 -0.980
C -1.2372 0.7089 1.5882 -0.557
C -1.7050 0.3570 0.1796 -1.032
H 0.1481 -0.7292 4.2349 0.377
H 0.3270 -2.4693 4.4384 0.394
H 1.7342 -1.4849 4.0285 0.034
H -0.6689 -1.9867 2.1990 0.384
H 0.8940 -2.7585 2.0553 0.361
H 0.7734 -0.9709 0.4338 0.457
H 2.0002 -0.6074 1.6244 -0.406
H 0.7176 1.3888 1.0427 0.371
H 0.5522 1.0167 2.7425 0.372
H -1.5782 1.7181 1.8299 0.419
H -1.7126 0.0434 2.3172 0.285
H -1.2572 1.0349 -0.5468 0.091
H -2.7894 0.4442 0.0991 0.414
H -1.4360 -0.6655 -0.0954 0.321
C 4.5916 -6.7130 7.6222 -1.207
C 5.0708 -5.2648 7.6674 -0.365
C 3.9429 -4.2557 7.8761 -0.780
C 2.8830 -4.2408 6.7734 -0.802
C 3.4209 -3.9722 5.3694 -0.163
C 4.0949 -2.6114 5.2250 -0.942
H 3.9097 -6.8865 6.7890 0.285
H 5.4327 -7.3978 7.5046 0.380
H 4.0714 -6.9786 8.5449 0.293
H 5.6167 -5.0314 6.7495 0.240
H 5.7893 -5.1535 8.4839 0.384
H 4.3755 -3.2573 7.9797 0.305
H 3.4485 -4.4696 8.8289 0.412
H 2.1404 -3.4751 7.0182 0.353
H 2.3425 -5.1913 6.7714 0.348
H 2.5882 -4.0295 4.6638 0.273
H 4.1212 -4.7595 5.0761 0.350
H 3.4009 -1.8073 5.4738 0.291
H 4.4327 -2.4562 4.2000 -0.020
H 4.9664 -2.5188 5.8752 0.415
C -6.8150 3.6705 -5.2422 -1.090
C -6.5286 2.1873 -5.0319 -0.493
C -5.1639 1.7585 -5.5669 -0.291
C -4.9786 1.9449 -7.0734 -0.798
C -6.0050 1.2224 -7.9449 -0.392
C -5.9875 -0.2945 -7.7764 -1.192
H -6.8604 3.9298 -6.3021 0.374
H -7.7716 3.9488 -4.7955 0.365
H -6.0371 4.2766 -4.7756 0.105
H -7.3260 1.5856 -5.4824 0.416
H -6.5527 1.9725 -3.9616 0.293
H -4.9907 0.7105 -5.3035 0.333
H -4.3918 2.3323 -5.0470 0.105
H -3.9768 1.5958 -7.3443 0.397
H -4.9979 3.0109 -7.3130 0.332
H -5.8062 1.4648 -8.9930 0.380
H -7.0087 1.5998 -7.7312 0.217
H -5.0023 -0.7000 -8.0161 0.287
H -6.7148 -0.7704 -8.4369 0.381
H -6.2308 -0.5876 -6.7548 0.283
C 4.6733 0.4024 -2.3951 -1.483
C 4.0126 0.1237 -1.0482 0.018
C 5.0019 0.0575 0.1142 -0.629
C 6.0527 -1.0507 0.0085 -0.786
C 5.4786 -2.4590 -0.1348 -0.556
C 4.6043 -2.8698 1.0450 -0.523
H 5.3722 -0.3878 -2.6759 0.313
H 3.9250 0.4745 -3.1847 0.406
H 5.2222 1.3460 -2.3698 0.324
H 3.4391 -0.8053 -1.1064 0.162
H 3.2861 0.9116 -0.8389 0.334
H 4.4417 -0.0595 1.0459 0.195
H 5.5198 1.0181 0.1949 0.418
H 6.6830 -1.0146 0.9033 0.388
H 6.7185 -0.8502 -0.8356 0.308
H 6.3047 -3.1681 -0.2372 0.400
H 4.8979 -2.5335 -1.0578 0.280
H 5.1716 -2.8435 1.9780 0.212
H 4.2245 -3.8842 0.9150 0.453
H 3.7421 -2.2103 1.1545 -0.212



[2]
43
Properties=species:S:1:pos:R:3:mulliken_spin:R:1 method="wB97M-V/def2-TZVPD" e_tot_ev=-76299.442 de_lowest_ev=0.024 spin_multiplicity=3
Pd 0.3949 0.5187 -0.6037 1.423
Cl -2.1352 6.7404 -2.5762 0.003
C -1.1585 5.3325 -2.3601 0.027
C -0.0211 5.1640 -3.1166 -0.016
C 0.7518 4.0222 -2.9775 0.046
I 2.4858 3.7530 -4.1259 0.002
C 0.4279 2.9899 -2.0900 0.060
O 1.1314 1.9256 -1.9850 0.134
C -0.7457 3.1990 -1.2839 -0.049
N -1.0401 2.2296 -0.3903 0.069
C -2.0802 2.3646 0.4036 0.021
C -2.9320 3.4729 0.3344 -0.006
C -2.6703 4.4673 -0.5738 0.015
C -1.5434 4.3660 -1.4112 -0.016
H 0.2657 5.9219 -3.8272 -0.001
H -2.2447 1.5706 1.1231 0.006
H -3.7819 3.5300 0.9941 -0.001
H -3.3078 5.3337 -0.6577 0.001
O 2.6427 0.0250 3.5208 0.000
C 2.5928 -1.3135 3.5502 -0.002
C 3.2152 -1.9809 4.6077 0.002
C 3.1985 -3.3563 4.6758 -0.002
C 2.5707 -4.1042 3.6860 0.001
C 1.9429 -3.4642 2.6425 -0.001
C 1.9350 -2.0698 2.5639 0.001
C 1.2470 -1.4175 1.4458 0.024
O 1.2861 -0.1386 1.3190 0.082
N 0.5851 -2.2012 0.6229 0.023
N -0.0062 -1.5732 -0.4093 0.066
C -0.6970 -2.3099 -1.2105 0.054
S -0.8709 -4.0388 -0.9550 0.021
C -1.6709 -4.3143 -2.5793 0.000
C -2.5178 -3.1070 -2.9009 0.002
S -1.4934 -1.6126 -2.5935 0.011
H 2.1749 0.3214 2.7058 0.000
H 3.7103 -1.3910 5.3623 0.000
H 3.6800 -3.8570 5.5021 0.000
H 2.5768 -5.1814 3.7315 0.000
H 1.4421 -4.0109 1.8590 -0.002
H -2.2626 -5.2251 -2.5046 0.001
H -0.8748 -4.4499 -3.3107 0.001
H -3.3967 -3.0482 -2.2581 0.000
H -2.8063 -3.0827 -3.9496 0.000



[3]
87
Properties=species:S:1:pos:R:3:mulliken_charge:R:1 method="wB97M-V/def2-TZVPD" e_tot_ev=-74473.121 charge=-2 de_lowest_ev=1.213
K -0.7084 -0.4499 0.0627 0.912
O -0.0931 4.9701 0.2626 -0.740
C 1.1372 5.1259 -0.2362 0.192
C 1.8996 6.2192 0.1846 -0.587
C 3.1693 6.4265 -0.3202 -0.325
C 3.6961 5.5540 -1.2665 -0.688
C 2.9489 4.4655 -1.6862 -0.126
C 1.6778 4.2217 -1.1772 0.314
C 0.8967 2.9946 -1.5231 0.474
O -0.2973 2.8846 -1.1128 -0.789
N 1.5316 2.1145 -2.2752 -1.235
N 1.0863 0.8737 -2.2900 1.241
C 1.2559 0.1426 -3.3280 -1.400
C 0.8891 -1.2638 -3.2871 0.775
C 1.2356 -2.1319 -4.3321 -0.831
C 0.8597 -3.4605 -4.2571 -0.514
C 0.1451 -3.9034 -3.1524 -0.551
C -0.1561 -2.9746 -2.1624 -0.995
N 0.2028 -1.7032 -2.2255 1.438
H -0.4464 4.1327 -0.2029 0.408
H 1.4647 6.8902 0.9157 0.383
H 3.7512 7.2739 0.0250 0.354
H 4.6910 5.7200 -1.6628 0.360
H 3.3439 3.7715 -2.4154 0.397
H 1.6779 0.5353 -4.2586 0.151
H 1.7915 -1.7560 -5.1827 0.394
H 1.1187 -4.1465 -5.0560 0.400
H -0.1749 -4.9328 -3.0615 0.430
H -0.7368 -3.2511 -1.2855 0.321
C 3.2876 2.4980 1.8525 -0.975
C 2.7019 1.6063 2.9005 0.664
C 2.7856 1.7198 4.3046 -1.343
C 2.0461 0.6583 4.7846 0.818
C 1.7304 0.3131 6.2057 -1.313
N 1.5739 -0.0289 3.7175 0.912
N 1.9708 0.5579 2.5707 -0.612
B 0.7254 -1.3300 3.7908 -0.913
N -0.7602 -0.9644 3.5818 1.193
N -1.1309 -0.0888 2.6285 -0.890
C -2.4403 0.0613 2.7184 0.976
C -3.2149 0.9067 1.7599 -1.180
C -2.9427 -0.7310 3.7701 -1.345
C -1.8378 -1.3790 4.2855 0.886
C -1.7849 -2.3616 5.4099 -1.283
N 1.2294 -2.4094 2.7844 0.933
N 1.4939 -2.1222 1.4951 -0.317
C 2.1696 -3.1398 0.9939 0.706
C 2.6996 -3.1166 -0.4042 -1.176
C 2.3345 -4.1405 1.9757 -1.366
C 1.7205 -3.6328 3.1022 0.707
C 1.5456 -4.2955 4.4318 -1.224
H 3.1830 3.5490 2.1290 0.317
H 4.3521 2.2954 1.7036 0.225
H 2.7745 2.3296 0.9059 0.060
H 3.3007 2.4711 4.8840 0.404
H 2.1486 1.0761 6.8623 0.342
H 0.6498 0.2749 6.3613 0.211
H 2.1421 -0.6588 6.4870 0.180
H 0.8528 -1.7829 4.8978 -0.292
H -2.5548 1.5931 1.2289 0.223
H -3.6945 0.2528 1.0273 0.008
H -3.9884 1.4764 2.2768 0.461
H -3.9699 -0.8327 4.0833 0.398
H -2.7786 -2.4748 5.8422 0.359
H -1.4516 -3.3397 5.0582 0.108
H -1.0953 -2.0370 6.1918 0.243
H 2.5470 -2.1238 -0.8255 0.163
H 3.7670 -3.3497 -0.4062 0.392
H 2.1930 -3.8453 -1.0396 0.196
H 2.8414 -5.0888 1.8806 0.400
H 1.9632 -5.3014 4.3923 0.359
H 2.0379 -3.7391 5.2318 0.216
H 0.4873 -4.3692 4.6868 0.091
C -4.8179 0.1401 -2.1872 -1.948
C -3.5086 -0.6367 -2.0732 1.879
C -3.1889 -1.3121 -3.4065 -1.686
O -2.4464 0.2281 -1.6772 0.064
C -3.6362 -1.7983 -1.0005 -0.083
O -4.7177 -2.4159 -1.0248 -0.843
O -2.6282 -1.9901 -0.2842 -0.690
H -4.8289 0.7653 -3.0876 0.417
H -4.9424 0.7828 -1.3136 0.342
H -5.6446 -0.5675 -2.2229 0.365
H -3.0632 -0.5678 -4.2028 0.467
H -4.0017 -1.9871 -3.6763 0.388
H -2.2693 -1.8897 -3.3207 0.157
H -2.2313 0.8111 -2.4143 0.082



[4]
79
Properties=species:S:1:pos:R:3:mulliken_charge:R:1 method="wB97M-V/def2-TZVPD" e_tot_ev=-135570.778 de_lowest_ev=0.966
Pd -0.4992 2.0458 -0.3644 -0.160
C 1.8586 5.7384 0.0876 -0.519
C 1.9670 5.8067 1.4677 -0.718
C 1.3923 4.8392 2.2679 -0.682
C 0.7397 3.7448 1.6931 1.314
C 0.6611 3.6808 0.2943 -0.592
C 1.1709 4.6839 -0.5013 -0.471
C 0.1864 2.6367 2.4643 1.029
C 0.5495 2.3532 3.7966 -1.077
C 0.0894 1.2186 4.4099 -1.310
C -0.7080 0.3022 3.6871 1.768
C -1.1283 -0.9441 4.1829 -0.809
C -1.8679 -1.7929 3.3995 -0.849
C -2.2329 -1.4268 2.0983 -0.608
C -1.8502 -0.2151 1.5842 -0.038
C -1.0763 0.6681 2.3635 -0.615
N -0.6614 1.8312 1.8181 0.636
H 2.3141 6.4987 -0.5313 0.435
H 2.4905 6.6348 1.9229 0.402
H 1.4330 4.9384 3.3419 0.404
H 1.0583 4.6504 -1.5809 0.491
H 1.1980 3.0300 4.3286 0.387
H 0.3536 0.9986 5.4340 0.444
H -0.8502 -1.2216 5.1884 0.434
H -2.1772 -2.7528 3.7895 0.421
H -2.8229 -2.1039 1.4997 0.495
H -2.1140 0.0802 0.5650 0.263
F -6.5745 5.2963 1.2111 -0.302
C -5.6701 4.5238 0.5910 0.519
C -6.0782 3.5506 -0.3208 0.242
F -7.3828 3.3945 -0.5806 -0.295
C -5.1437 2.7423 -0.9453 0.089
F -5.5745 1.8030 -1.8007 -0.326
C -3.7654 2.8717 -0.7049 0.692
S -2.6291 1.8623 -1.4995 -0.521
C -3.3907 3.8746 0.2036 -0.242
F -2.0736 4.0592 0.4600 -0.034
C -4.3122 4.6763 0.8533 -0.109
F -3.8973 5.5983 1.7348 -0.312
C 2.3797 -2.6740 -5.2328 -1.191
C 2.8912 -1.8880 -4.0337 0.003
C 2.2512 -0.5076 -3.8799 -0.520
C 0.7705 -0.5204 -3.4763 -1.169
N 0.5535 -1.2266 -2.2402 0.588
C 0.9509 -0.7742 -1.0191 -0.756
Se 1.7348 0.8597 -0.6740 -0.466
N 0.7084 -1.7473 -0.0950 1.550
C 1.1641 -1.6888 1.2689 -0.792
C 2.6762 -1.8977 1.3763 -0.655
C 3.1640 -3.2651 0.9019 -0.089
C 2.7672 -4.3997 1.8377 -1.240
C 0.0990 -2.8068 -0.7217 0.705
C -0.4041 -4.0055 -0.2397 -0.269
C -0.9724 -4.8754 -1.1562 -1.053
C -1.0683 -4.5477 -2.5054 -0.903
C -0.5985 -3.3393 -2.9911 -1.064
C 0.0005 -2.4748 -2.0882 0.673
H 2.9349 -3.6028 -5.3338 0.392
H 2.5054 -2.0985 -6.1465 0.331
H 1.3293 -2.9242 -5.1233 0.183
H 3.9682 -1.7437 -4.1466 0.476
H 2.7380 -2.4697 -3.1208 -0.158
H 2.3309 0.0438 -4.8185 0.564
H 2.8076 0.0434 -3.1166 0.154
H 0.1600 -0.9922 -4.2448 0.620
H 0.4271 0.5152 -3.3389 0.165
H 0.6171 -2.4342 1.8452 0.731
H 0.9234 -0.6969 1.6641 -0.622
H 2.9564 -1.7497 2.4212 0.571
H 3.1690 -1.1226 0.7841 0.200
H 4.2524 -3.2264 0.8401 0.449
H 2.7868 -3.4658 -0.1038 -0.009
H 3.0183 -4.1444 2.8649 0.318
H 3.2959 -5.3118 1.5731 0.422
H 1.7016 -4.6040 1.7846 0.189
H -0.3702 -4.2548 0.8091 0.436
H -1.3564 -5.8231 -0.8114 0.447
H -1.5321 -5.2449 -3.1874 0.417
H -0.7131 -3.0896 -4.0346 0.496